DFT (wB97M-V/def2-TZVPD) results for an isolated molecule of C4H7N3O at a distorted geometry.

Cartesian coordinates (Å):
C1 -2.470 0.030 0.399
N1 -1.331 -0.325 -0.421
C2 -0.006 -0.070 -0.334
C3 0.550 1.232 -0.252
N2 1.883 1.252 -0.103
C4 2.142 -0.052 -0.075
O1 3.319 -0.545 0.187
N3 1.082 -0.928 -0.349
H1 -3.174 0.664 -0.082
H2 -2.190 0.499 1.360
H3 -3.028 -0.963 0.587
H4 -1.679 -1.163 -0.916
H5 0.030 2.081 -0.701
H6 3.694 0.151 0.793
H7 1.178 -1.862 -0.092

Relative energy (zero: lowest compared OMol25 entry of this formula, charge and spin): 1.981 eV
HOMO-LUMO gap: 0.2804 hartree
Strongest force on any atom: 3.94 eV Å⁻¹
HOMO level: -0.2525 Ha

Results of the natural (NBO) charge analysis, in e, for atoms 1 through 8:
1 C -0.38
2 N -0.64
3 C 0.25
4 C -0.16
5 N -0.52
6 C 0.61
7 O -0.66
8 N -0.57